Entry 1:
{"formula": "C32H64O8", "method": "ωB97M-V/def2-TZVPD", "species": ["C", "C", "C", "O", "C", "H", "H", "H", "H", "H", "H", "H", "H", "C", "C", "C", "O", "C", "H", "H", "H", "H", "H", "H", "H", "H", "C", "C", "C", "O", "C", "H", "H", "H", "H", "H", "H", "H", "H", "C", "C", "C", "O", "C", "H", "H", "H", "H", "H", "H", "H", "H", "C", "C", "C", "O", "C", "H", "H", "H", "H", "H", "H", "H", "H", "C", "C", "C", "O", "C", "H", "H", "H", "H", "H", "H", "H", "H", "C", "C", "C", "O", "C", "H", "H", "H", "H", "H", "H", "H", "H", "C", "C", "C", "O", "C", "H", "H", "H", "H", "H", "H", "H", "H"], "positions_angstrom": [[14.999, 12.690, -1.779], [15.915, 13.128, -0.638], [15.006, 14.099, 0.148], [14.281, 14.759, -0.883], [14.031, 13.857, -1.965], [14.462, 11.824, -1.376], [15.500, 12.393, -2.697], [16.732, 13.673, -1.119], [16.352, 12.373, 0.015], [15.595, 14.842, 0.681], [14.279, 13.601, 0.796], [14.243, 14.411, -2.880], [12.987, 13.541, -1.957], [18.008, 6.324, -4.027], [18.126, 4.844, -4.426], [17.700, 4.183, -3.142], [16.568, 4.961, -2.746], [16.837, 6.331, -3.029], [17.769, 6.925, -4.908], [18.936, 6.698, -3.600], [19.144, 4.603, -4.733], [17.387, 4.632, -5.199], [18.501, 4.230, -2.386], [17.320, 3.162, -3.157], [17.266, 6.802, -2.136], [15.938, 6.780, -3.439], [23.513, 9.780, -6.362], [22.603, 11.015, -6.643], [21.179, 10.411, -6.527], [21.342, 9.020, -6.678], [22.546, 8.650, -6.021], [24.140, 9.965, -5.485], [24.182, 9.485, -7.168], [22.926, 11.328, -7.634], [22.891, 11.729, -5.875], [20.525, 10.821, -7.297], [20.732, 10.633, -5.554], [22.804, 7.696, -6.484], [22.423, 8.490, -4.946], [22.529, 7.012, -0.460], [21.220, 6.849, 0.308], [20.237, 6.452, -0.790], [20.640, 7.266, -1.849], [22.050, 7.141, -1.930], [23.224, 6.178, -0.323], [23.155, 7.837, -0.109], [20.960, 7.796, 0.793], [21.303, 6.234, 1.210], [19.221, 6.604, -0.417], [20.271, 5.376, -1.020], [22.520, 7.929, -2.511], [22.273, 6.201, -2.454], [18.174, 17.830, -3.208], [18.536, 17.559, -1.708], [17.876, 16.205, -1.432], [17.814, 15.546, -2.690], [17.477, 16.553, -3.655], [19.086, 18.045, -3.753], [17.412, 18.606, -3.187], [18.206, 18.451, -1.182], [19.619, 17.491, -1.652], [16.842, 16.335, -1.078], [18.383, 15.532, -0.740], [16.386, 16.611, -3.713], [17.800, 16.171, -4.625], [19.016, 11.992, -2.318], [18.205, 10.679, -2.493], [19.106, 9.713, -3.235], [20.438, 10.183, -3.090], [20.353, 11.606, -2.961], [19.060, 12.304, -1.275], [18.504, 12.791, -2.855], [17.326, 10.959, -3.075], [17.865, 10.215, -1.567], [18.818, 9.626, -4.292], [18.984, 8.714, -2.825], [20.576, 12.161, -3.880], [21.181, 11.923, -2.323], [20.862, 10.221, 3.040], [20.501, 11.265, 1.975], [19.349, 10.590, 1.250], [18.753, 9.715, 2.219], [19.462, 9.686, 3.433], [21.503, 10.536, 3.862], [21.407, 9.412, 2.546], [21.396, 11.385, 1.361], [20.231, 12.229, 2.408], [19.723, 9.901, 0.485], [18.604, 11.287, 0.868], [19.590, 8.651, 3.760], [18.962, 10.260, 4.217], [21.972, 16.059, -1.752], [21.917, 16.043, -0.227], [21.912, 14.516, 0.046], [21.910, 13.814, -1.200], [21.359, 14.738, -2.151], [23.024, 16.148, -2.024], [21.451, 16.881, -2.247], [20.956, 16.363, 0.175], [22.784, 16.521, 0.216], [21.051, 14.205, 0.650], [22.790, 14.164, 0.596], [20.265, 14.684, -2.120], [21.618, 14.479, -3.181]], "spin_multiplicity": 1, "gap_ev": 9.93, "lumo_ev": 0.63, "e_above_lowest_kcal_mol": 20.99}



Entry 2:
{"formula": "C32H65N3O2P2", "method": "ωB97M-V/def2-TZVPD", "species": ["N", "P", "C", "C", "C", "P", "O", "O", "C", "N", "C", "C", "N", "C", "C", "H", "H", "H", "H", "H", "H", "H", "H", "H", "C", "C", "C", "C", "C", "C", "H", "H", "H", "H", "H", "H", "H", "H", "H", "H", "H", "H", "H", "H", "C", "C", "C", "C", "C", "C", "H", "H", "H", "H", "H", "H", "H", "H", "H", "H", "H", "H", "H", "H", "C", "C", "C", "C", "C", "C", "H", "H", "H", "H", "H", "H", "H", "H", "H", "H", "H", "H", "H", "H", "C", "C", "C", "C", "C", "C", "H", "H", "H", "H", "H", "H", "H", "H", "H", "H", "H", "H", "H", "H"], "positions_angstrom": [[-2.446, 1.967, -1.721], [-2.459, 0.967, -3.035], [-4.222, 0.231, -3.122], [-4.371, -1.380, -3.531], [-5.922, -1.961, -3.539], [-6.106, -3.850, -3.957], [-4.507, -4.468, -4.396], [-6.504, -4.685, -2.459], [-7.261, -1.026, -3.211], [-8.595, -1.715, -3.264], [-9.728, -0.796, -2.907], [-9.509, 0.778, -2.558], [-8.198, 1.512, -2.498], [-7.095, 0.543, -2.815], [-5.540, 1.147, -2.773], [-1.727, 1.579, -1.051], [-2.073, 1.680, -4.246], [-1.481, -0.077, -2.716], [-3.435, -2.052, -3.788], [-4.350, -5.232, -3.737], [-6.127, -4.085, -1.727], [-10.821, -1.260, -2.900], [-10.489, 1.418, -2.325], [-5.325, 2.282, -2.473], [4.005, 2.721, 1.840], [3.651, 1.308, 1.403], [3.027, 1.244, 0.007], [1.692, 1.981, -0.152], [0.578, 1.532, 0.798], [0.173, 0.079, 0.603], [3.118, 3.356, 1.915], [4.483, 2.701, 2.825], [4.704, 3.184, 1.136], [2.985, 0.851, 2.142], [4.567, 0.705, 1.401], [2.897, 0.193, -0.272], [3.738, 1.661, -0.719], [1.349, 1.856, -1.186], [1.853, 3.058, -0.018], [-0.301, 2.164, 0.623], [0.872, 1.696, 1.840], [-0.166, -0.098, -0.423], [-0.651, -0.175, 1.278], [1.000, -0.604, 0.818], [2.532, 6.579, -0.235], [3.925, 6.020, -0.478], [4.938, 6.427, 0.595], [5.205, 7.932, 0.710], [5.695, 8.611, -0.572], [7.034, 8.079, -1.058], [2.525, 7.673, -0.263], [1.844, 6.224, -1.009], [2.145, 6.255, 0.737], [4.275, 6.322, -1.470], [3.861, 4.925, -0.496], [5.881, 5.904, 0.404], [4.586, 6.065, 1.570], [5.947, 8.092, 1.503], [4.293, 8.439, 1.047], [5.799, 9.685, -0.377], [4.950, 8.514, -1.367], [7.807, 8.205, -0.292], [7.354, 8.625, -1.952], [6.977, 7.019, -1.321], [-0.039, -5.703, -3.406], [-0.948, -6.672, -4.145], [-1.863, -7.474, -3.217], [-1.146, -8.393, -2.221], [-0.210, -9.431, -2.843], [-0.928, -10.424, -3.744], [0.652, -6.226, -2.738], [0.562, -5.130, -4.120], [-0.624, -4.993, -2.812], [-0.344, -7.344, -4.763], [-1.575, -6.098, -4.839], [-2.551, -8.067, -3.829], [-2.492, -6.776, -2.649], [-1.906, -8.912, -1.623], [-0.572, -7.784, -1.512], [0.278, -9.987, -2.034], [0.592, -8.939, -3.404], [-1.707, -10.960, -3.192], [-0.218, -11.164, -4.129], [-1.389, -9.930, -4.604], [1.085, -1.559, 7.913], [0.313, -0.259, 7.744], [-0.432, -0.166, 6.410], [0.453, -0.186, 5.159], [1.518, 0.911, 5.091], [0.933, 2.314, 5.054], [1.872, -1.663, 7.160], [1.564, -1.586, 8.897], [0.417, -2.423, 7.837], [0.993, 0.590, 7.863], [-0.419, -0.183, 8.556], [-1.040, 0.745, 6.412], [-1.143, -1.000, 6.342], [-0.195, -0.108, 4.277], [0.949, -1.161, 5.080], [2.115, 0.759, 4.184], [2.214, 0.824, 5.933], [0.267, 2.437, 4.194], [1.736, 3.054, 4.966], [0.371, 2.543, 5.963]], "spin_multiplicity": 1, "gap_ev": 6.58, "lumo_ev": -1.81}



Entry 3:
{"formula": "C32H66N3NbO3", "method": "ωB97M-V/def2-TZVPD", "species": ["C", "C", "Nb", "C", "C", "C", "H", "H", "H", "H", "H", "H", "H", "H", "H", "H", "H", "H", "C", "C", "C", "C", "C", "C", "N", "O", "C", "C", "C", "H", "H", "H", "H", "H", "H", "H", "H", "H", "H", "H", "H", "H", "H", "H", "H", "H", "H", "C", "C", "C", "C", "C", "C", "N", "O", "C", "C", "C", "H", "H", "H", "H", "H", "H", "H", "H", "H", "H", "H", "H", "H", "H", "H", "H", "H", "H", "C", "C", "C", "C", "C", "C", "N", "O", "C", "C", "C", "H", "H", "H", "H", "H", "H", "H", "H", "H", "H", "H", "H", "H", "H", "H", "H", "H", "H"], "positions_angstrom": [[-4.240, -4.719, -2.061], [-3.459, -4.326, -1.211], [-2.045, -3.312, 0.270], [-3.555, -1.623, 0.556], [-2.937, -0.251, 0.920], [-2.391, 0.465, -0.316], [-5.011, -4.791, -2.790], [-1.213, -2.520, -1.189], [-0.831, -2.563, 1.421], [-2.853, -4.202, 1.679], [-1.002, -4.817, 0.137], [-4.130, -1.555, -0.375], [-4.257, -1.959, 1.327], [-3.737, 0.388, 1.315], [-2.166, -0.374, 1.678], [-1.991, 1.445, -0.034], [-3.186, 0.629, -1.046], [-1.595, -0.099, -0.804], [-4.106, -9.615, -0.367], [-2.814, -8.850, 0.018], [-2.334, -7.989, -1.151], [-1.732, -8.799, -2.297], [-0.631, -9.727, -1.781], [-1.097, -10.625, -0.632], [-1.748, -9.812, 0.433], [-0.861, -9.246, 1.187], [-2.054, -11.706, -1.167], [0.096, -11.370, -0.039], [-3.190, -7.933, 1.179], [-4.988, -9.075, -0.025], [-4.218, -9.745, -1.444], [-4.144, -10.600, 0.102], [-1.587, -7.270, -0.801], [-3.171, -7.393, -1.519], [-2.502, -9.375, -2.820], [-1.310, -8.115, -3.036], [-0.257, -10.357, -2.594], [0.213, -9.119, -1.443], [-2.486, -12.281, -0.345], [-1.505, -12.400, -1.805], [-2.867, -11.310, -1.770], [0.885, -10.691, 0.281], [0.518, -12.037, -0.792], [-0.206, -11.972, 0.820], [-3.518, -8.509, 2.048], [-4.011, -7.286, 0.874], [-2.377, -7.278, 1.486], [-3.708, 5.982, -0.089], [-2.454, 5.721, 0.783], [-1.817, 7.042, 1.226], [-1.084, 7.775, 0.104], [-0.073, 6.852, -0.576], [-0.695, 5.541, -1.060], [-1.463, 4.892, 0.041], [-0.647, 4.321, 0.872], [-1.593, 5.803, -2.283], [0.402, 4.593, -1.531], [-2.928, 4.954, 2.016], [-4.615, 5.935, 0.513], [-3.697, 6.964, -0.564], [-3.814, 5.227, -0.867], [-1.106, 6.841, 2.034], [-2.595, 7.684, 1.647], [-1.793, 8.172, -0.629], [-0.561, 8.640, 0.519], [0.389, 7.361, -1.424], [0.735, 6.630, 0.129], [-2.132, 4.897, -2.566], [-0.978, 6.101, -3.132], [-2.319, 6.599, -2.132], [1.151, 4.422, -0.761], [0.914, 5.023, -2.392], [-0.012, 3.627, -1.826], [-3.350, 3.987, 1.738], [-3.702, 5.531, 2.522], [-2.126, 4.783, 2.731], [6.105, 5.940, 2.494], [4.785, 5.667, 1.731], [4.233, 4.281, 2.077], [5.023, 3.134, 1.452], [5.163, 3.332, -0.056], [5.747, 4.696, -0.429], [4.994, 5.786, 0.257], [3.874, 6.021, -0.349], [7.245, 4.748, -0.073], [5.660, 4.898, -1.940], [3.783, 6.726, 2.184], [5.915, 6.510, 3.403], [6.614, 5.026, 2.799], [6.797, 6.533, 1.896], [3.194, 4.215, 1.738], [4.213, 4.172, 3.164], [6.008, 3.040, 1.918], [4.505, 2.193, 1.645], [5.794, 2.548, -0.480], [4.177, 3.223, -0.519], [7.644, 5.752, -0.226], [7.799, 4.068, -0.721], [7.462, 4.446, 0.948], [4.643, 4.781, -2.312], [6.283, 4.158, -2.441], [6.015, 5.891, -2.223], [4.123, 7.729, 1.917], [3.679, 6.681, 3.268], [2.795, 6.572, 1.755]], "spin_multiplicity": 4, "charge": -1, "s_squared": 3.762, "gap_ev": [6.56, 6.20], "lumo_ev": [2.02, 1.66], "e_above_lowest_kcal_mol": 0.00}



Entry 4:
{"formula": "C32H68BF3N7O9PSSi2", "method": "ωB97M-V/def2-TZVPD", "species": ["C", "B", "O", "Si", "S", "O", "Si", "C", "N", "C", "C", "C", "F", "F", "F", "C", "C", "C", "C", "C", "C", "C", "C", "P", "C", "O", "H", "H", "H", "H", "H", "H", "H", "H", "H", "H", "H", "H", "H", "H", "H", "H", "H", "H", "H", "H", "H", "H", "H", "H", "H", "H", "C", "O", "N", "C", "C", "H", "H", "H", "H", "H", "H", "H", "C", "O", "N", "C", "C", "H", "H", "H", "H", "H", "H", "H", "C", "O", "N", "C", "C", "H", "H", "H", "H", "H", "H", "H", "C", "O", "N", "C", "C", "H", "H", "H", "H", "H", "H", "H", "C", "O", "N", "C", "C", "H", "H", "H", "H", "H", "H", "H", "C", "O", "N", "C", "C", "H", "H", "H", "H", "H", "H", "H"], "positions_angstrom": [[-1.259, 5.190, -2.398], [-1.457, 4.406, -0.987], [-1.146, 5.153, 0.189], [-2.138, 2.563, -1.055], [-4.256, 2.599, -0.640], [-1.248, 1.401, -0.157], [-1.030, 1.764, 1.498], [-2.453, 2.702, 2.336], [-3.670, 1.856, 2.600], [-0.916, 0.062, 2.398], [-0.906, -1.166, 1.392], [-0.305, -2.388, 2.183], [-0.202, -3.521, 1.397], [0.979, -2.102, 2.602], [-1.039, -2.645, 3.330], [0.593, 2.669, 1.893], [1.878, 1.877, 1.489], [3.077, 2.054, 2.316], [4.339, 1.388, 2.018], [4.437, 0.483, 0.805], [3.227, 0.286, -0.009], [3.253, -0.631, -1.268], [1.985, 0.990, 0.350], [-1.964, 1.929, -3.200], [-0.105, 1.891, -3.575], [-2.497, 0.311, -3.340], [-2.299, 5.240, -2.848], [-0.563, 4.667, -3.096], [-0.965, 6.255, -2.181], [-1.924, 5.721, 0.367], [-4.867, 2.612, -1.879], [-2.716, 3.690, 1.854], [-2.074, 2.982, 3.368], [-3.843, 1.213, 1.829], [-4.437, 2.512, 2.739], [-0.074, 0.060, 3.133], [-1.864, -0.045, 3.004], [-1.981, -1.452, 1.216], [-0.370, -0.975, 0.435], [0.679, 3.695, 1.447], [0.643, 2.814, 3.013], [3.038, 2.730, 3.203], [5.262, 1.525, 2.622], [5.374, -0.039, 0.515], [3.861, -0.200, -2.110], [3.602, -1.674, -1.028], [2.191, -0.746, -1.621], [1.110, 0.824, -0.327], [0.365, 0.905, -3.288], [0.427, 2.660, -2.940], [0.099, 2.143, -4.651], [-1.847, -0.245, -2.865], [0.031, -5.756, 6.403], [0.618, -6.249, 7.346], [-0.915, -6.380, 5.660], [-1.574, -5.727, 4.546], [-1.277, -7.745, 5.991], [0.232, -4.724, 6.070], [-2.650, -5.693, 4.737], [-1.384, -6.297, 3.634], [-1.203, -4.712, 4.416], [-1.650, -7.781, 7.017], [-0.392, -8.381, 5.920], [-2.045, -8.110, 5.310], [7.149, -1.503, 2.667], [6.701, -0.372, 2.741], [6.441, -2.632, 2.886], [7.037, -3.952, 2.779], [5.036, -2.520, 3.239], [8.203, -1.695, 2.406], [6.510, -4.522, 2.016], [6.947, -4.463, 3.740], [8.091, -3.883, 2.509], [4.503, -1.998, 2.441], [4.940, -1.939, 4.158], [4.602, -3.509, 3.383], [-3.339, 2.814, -6.947], [-2.706, 3.093, -5.946], [-3.731, 1.567, -7.302], [-4.484, 1.314, -8.514], [-3.385, 0.450, -6.442], [-3.653, 3.587, -7.668], [-5.441, 0.855, -8.253], [-3.917, 0.633, -9.153], [-4.669, 2.241, -9.056], [-3.812, 0.611, -5.451], [-2.299, 0.391, -6.345], [-3.766, -0.482, -6.857], [1.894, 7.455, -4.206], [2.760, 6.603, -4.204], [1.737, 8.414, -3.261], [0.676, 9.398, -3.333], [2.662, 8.456, -2.144], [1.140, 7.511, -5.010], [1.114, 10.398, -3.371], [0.045, 9.312, -2.445], [0.063, 9.244, -4.221], [3.678, 8.589, -2.521], [2.615, 7.510, -1.601], [2.410, 9.276, -1.473], [5.803, -7.559, 1.144], [6.480, -6.869, 1.883], [5.225, -7.136, -0.006], [4.429, -8.019, -0.836], [5.408, -5.757, -0.420], [5.601, -8.619, 1.366], [4.881, -8.082, -1.829], [3.418, -7.615, -0.923], [4.379, -9.017, -0.403], [6.475, -5.557, -0.546], [5.019, -5.093, 0.355], [4.888, -5.569, -1.357], [-7.194, 1.285, 0.845], [-7.671, 2.403, 0.890], [-7.874, 0.135, 1.072], [-7.235, -1.163, 1.000], [-9.287, 0.208, 1.398], [-6.131, 1.120, 0.607], [-7.729, -1.765, 0.234], [-7.324, -1.662, 1.968], [-6.180, -1.062, 0.748], [-9.821, 0.699, 0.582], [-9.418, 0.801, 2.305], [-9.693, -0.791, 1.553]], "spin_multiplicity": 1, "gap_ev": 7.92, "lumo_ev": 0.13}



E, record by record: -50597.254, -61370.174, -46405.809, -107856.932 eV